10
Properties=species:S:1:pos:R:3 method="wB97M-V/def2-TZVPD" lumo_energy_ev=0.00 orbital_gap_ev=9.5 total_energy_ev=-85541.6830 homo_ev=-9.54 multiplicity=1
C -1.16 1.25 -1.05
C 0.20 -1.30 1.03
C 0.19 1.08 -0.60
N -2.29 1.21 -1.35
S 0.43 0.57 1.14
Br 1.35 -0.04 -1.69
H 0.14 -1.65 2.06
H 1.02 -1.82 0.60
H -0.85 -1.47 0.51
H 0.97 2.18 -0.65